Molecular formula: C37H34CaN5S2
Method: DFT, ωB97M-V/def2-TZVPD

Last column: Löwdin charge in e.
CARTESIAN COORDINATES (ANGSTROEM)
Ca (0.128, 0.707, 0.329)  1.09
C (0.407, -2.334, -2.403)  -0.10
N (-0.516, -1.217, -2.288)  -0.15
C (-1.861, -1.670, -1.924)  -0.20
C (-1.980, -2.489, -0.636)  -0.18
N (-1.398, -1.898, 0.576)  -0.14
C (-0.246, -2.695, 1.035)  -0.12
C (-2.331, -1.660, 1.655)  -0.26
C (-3.317, -2.520, 1.938)  -0.04
C (-4.357, -2.241, 2.928)  -0.09
C (-4.358, -1.123, 3.651)  -0.07
C (-3.260, -0.120, 3.528)  -0.25
C (-2.161, -0.392, 2.450)  -0.66
S (-0.489, -0.254, 3.158)  0.54
C (-0.546, -0.354, -3.427)  -0.28
C (0.105, -0.712, -4.611)  -0.06
C (0.104, 0.097, -5.740)  -0.13
C (-0.593, 1.293, -5.710)  -0.13
C (-1.248, 1.663, -4.548)  -0.16
C (-1.233, 0.887, -3.375)  -0.69
S (-1.948, 1.565, -1.940)  0.53
H (0.110, -3.056, -3.181)  0.09
H (0.448, -2.867, -1.459)  0.05
H (1.410, -1.969, -2.624)  0.09
H (-2.257, -2.315, -2.729)  0.13
H (-2.502, -0.793, -1.853)  0.04
H (-1.545, -3.480, -0.804)  0.11
H (-3.048, -2.639, -0.488)  0.11
H (-0.485, -3.769, 1.037)  0.09
H (0.013, -2.388, 2.043)  0.00
H (0.621, -2.527, 0.393)  0.05
H (-3.397, -3.457, 1.397)  0.10
H (-5.156, -2.967, 3.035)  0.09
H (-5.152, -0.914, 4.362)  0.10
H (-2.802, 0.045, 4.507)  0.12
H (0.631, -1.652, -4.680)  0.08
H (0.628, -0.223, -6.633)  0.08
H (-0.617, 1.943, -6.578)  0.09
H (-1.773, 2.609, -4.495)  0.08
C (4.087, -1.918, 1.708)  -0.05
C (4.971, -1.877, 0.642)  -0.07
C (4.649, -1.127, -0.475)  -0.02
C (3.443, -0.429, -0.502)  -0.21
N (2.565, -0.535, 0.499)  0.09
C (2.884, -1.241, 1.578)  -0.12
C (3.096, 0.533, -1.580)  -0.23
C (4.046, 0.984, -2.490)  -0.02
C (3.697, 1.973, -3.393)  -0.06
C (2.425, 2.511, -3.338)  -0.03
C (1.542, 2.009, -2.392)  -0.12
N (1.852, 1.019, -1.561)  0.06
H (4.316, -2.470, 2.608)  0.10
H (5.907, -2.420, 0.684)  0.10
H (5.330, -1.088, -1.314)  0.10
H (2.131, -1.264, 2.360)  0.07
H (5.055, 0.598, -2.474)  0.10
H (4.423, 2.341, -4.108)  0.10
H (2.116, 3.301, -4.006)  0.11
H (0.552, 2.432, -2.279)  0.07
C (-3.644, 1.220, 2.827)  -0.18
C (-3.250, 2.435, 3.594)  -0.03
C (-2.106, 3.071, 3.355)  -0.01
C (-1.243, 2.702, 2.213)  -0.27
N (-1.604, 1.809, 1.367)  -0.07
C (-2.660, 0.900, 1.670)  -0.26
C (0.056, 3.390, 1.983)  -0.22
C (0.342, 4.618, 2.586)  -0.07
C (1.590, 5.200, 2.426)  -0.13
C (2.550, 4.556, 1.658)  -0.13
C (2.237, 3.352, 1.031)  -0.16
C (0.996, 2.720, 1.167)  -0.19
H (-4.697, 1.249, 2.534)  0.14
H (-3.906, 2.762, 4.395)  0.11
H (-1.812, 3.908, 3.972)  0.09
H (-3.163, 0.622, 0.739)  0.13
H (-0.407, 5.149, 3.165)  0.09
H (1.812, 6.149, 2.901)  0.08
H (3.538, 4.996, 1.548)  0.08
H (3.004, 2.894, 0.404)  0.07

Largest force on an atom = 1.74 eV/A
HOMO level = -3.897 eV
Total charge = -1
Relative energy (zero: lowest compared OMol25 entry of this formula, charge and spin) = 68.2 kcal/mol
LUMO = 2.09 eV
Multiplicity = 1